Density functional theory data (wB97M-V/def2-TZVPD) for a gas-phase ion, C7H12BrO2Si (charge -1) at a distorted geometry.

Last column: Löwdin charge in e.
Element x y z (Å)
C1 -2.6471 -1.2533 -0.8276  -0.60
H1 2.0173 -1.6221 0.5105  0.01
H2 -0.6854 -0.9045 2.4885  0.05
C2 -1.7936 0.8148 0.2403  -0.26
Br1 -4.6932 0.4554 0.2505  0.53
Si1 -0.2728 -0.8032 -0.0123  0.35
H3 1.5954 -0.2781 -1.8544  0.05
C3 1.0886 -2.2089 0.3039  -0.22
H4 -0.1395 0.7474 2.1978  -0.02
C4 0.5391 0.0318 -1.4866  -0.17
H5 -0.2544 0.0232 -2.2396  0.03
O1 -3.4249 -1.8764 -1.5439  0.04
C5 -2.7560 0.0372 -0.1418  -0.58
H6 -2.5719 1.8874 1.7598  0.06
C6 0.0600 -0.2677 1.8951  -0.18
H7 1.2626 -2.6867 -0.6567  -0.01
H8 -2.5618 2.8158 0.2723  0.07
H9 1.0323 -0.5537 2.2443  -0.01
C7 -1.9621 2.1762 0.9099  -0.11
H10 0.6471 1.0902 -1.2359  0.01
H11 -1.0455 2.4889 1.3283  0.03
H12 0.9196 -2.9023 1.1472  0.01
O2 -1.4016 -1.7282 -0.7560  -0.06

Forces on atoms 1 to 2 (eV/Å):
-0.2207 -1.6386 -2.3063
-0.5484 -0.3865 -0.0010

E_LUMO (hartree): 0.11924
Energy above the lowest of the compared OMol25 structures with the same formula, charge and spin (kJ/mol): 2.3
Calculated total energy (a.u.): -3287.96195
HOMO-LUMO gap (eV): 7.374
HOMO (eV): -4.13
Charge: -1